{"formula": "C53H81BN19O2", "method": "wB97M-V/def2-TZVPD", "e_lumo_ha": -0.11622, "homo_energy_ev": -10.90, "energy_ev": -89348.89621, "total_charge": 1, "elements": ["C", "C", "O", "N", "C", "C", "C", "C", "C", "C", "C", "C", "C", "C", "C", "C", "C", "C", "N", "C", "B", "N", "O", "N", "C", "C", "C", "C", "C", "C", "H", "H", "H", "H", "H", "H", "H", "H", "H", "H", "H", "H", "H", "H", "H", "H", "H", "H", "H", "H", "H", "H", "H", "H", "H", "H", "H", "H", "H", "H", "H", "H", "H", "H", "H", "H", "C", "C", "N", "H", "H", "H", "C", "C", "N", "H", "H", "H", "C", "C", "N", "H", "H", "H", "C", "C", "N", "H", "H", "H", "C", "C", "N", "H", "H", "H", "C", "C", "N", "H", "H", "H", "C", "C", "N", "H", "H", "H", "C", "C", "N", "H", "H", "H", "C", "C", "N", "H", "H", "H", "C", "C", "N", "H", "H", "H", "C", "C", "N", "H", "H", "H", "C", "C", "N", "H", "H", "H", "C", "C", "N", "H", "H", "H", "C", "C", "N", "H", "H", "H", "C", "C", "N", "H", "H", "H"], "coordinates": [[-3.2879, -1.0362, 3.6469], [-3.3610, -2.2523, 2.6695], [-2.9043, -3.3126, 3.0376], [-3.9469, -2.1733, 1.3528], [-5.1972, -1.3399, 1.4927], [-3.0240, -1.6131, 0.3727], [-2.1064, -2.7130, -0.2933], [-0.8088, -2.0666, -0.9422], [0.5085, -2.3846, -0.1272], [0.6537, -1.2760, 0.9521], [0.0264, -1.5528, 2.2193], [0.1362, -0.5836, 3.2482], [0.8468, 0.6605, 2.9592], [0.9040, 1.6889, 4.1160], [-0.5824, 2.0209, 4.5285], [-0.8133, 3.5655, 4.6473], [-0.4597, 4.3560, 3.3414], [-1.6143, 4.3518, 2.2892], [-1.2910, 5.1787, 1.1119], [1.4072, 0.8861, 1.6837], [2.1646, 2.2663, 1.3161], [3.5142, 2.5899, 1.7134], [1.4693, 3.2333, 0.5729], [1.3035, -0.1086, 0.7180], [1.9159, 0.0847, -0.5914], [3.3330, -0.0619, -0.6714], [4.0550, 0.0919, -1.8931], [3.3079, 0.3857, -3.0857], [1.8825, 0.5054, -3.0307], [1.1970, 0.3709, -1.7800], [-2.9570, -0.1020, 3.1439], [-4.2872, -0.9041, 4.1089], [-2.5886, -1.3169, 4.4621], [-5.0060, -0.2585, 1.5828], [-5.9196, -1.5648, 0.6954], [-5.6864, -1.6602, 2.4417], [-3.5679, -1.0843, -0.4473], [-2.3238, -0.8351, 0.7972], [-2.7025, -3.1675, -1.1165], [-1.7781, -3.4858, 0.4319], [-0.7017, -2.4053, -1.9903], [-0.9706, -0.9657, -0.8565], [1.4239, -2.4554, -0.7457], [0.3711, -3.3330, 0.4365], [-0.5087, -2.4947, 2.4153], [-0.2988, -0.7492, 4.2463], [1.5306, 2.5727, 3.8931], [1.3590, 1.1464, 4.9806], [-1.2934, 1.6594, 3.7410], [-0.8840, 1.4711, 5.4515], [-1.9007, 3.7193, 4.8330], [-0.2255, 3.9076, 5.5265], [0.4570, 4.0134, 2.8115], [-0.2612, 5.4116, 3.6437], [-2.4912, 4.8226, 2.8003], [-1.9441, 3.3194, 2.0101], [-0.2885, 5.2107, 0.9363], [-1.7820, 4.8583, 0.2831], [4.1776, 1.8405, 1.5170], [3.7976, 3.3841, 1.1315], [0.5706, 2.8843, 0.4567], [3.9556, -0.2890, 0.2181], [5.1552, 0.0009, -1.9252], [3.8070, 0.5144, -4.0637], [1.2831, 0.7044, -3.9347], [0.1039, 0.4922, -1.7887], [8.2285, 1.6194, -1.7302], [7.4989, 0.8544, -0.7059], [6.9442, 0.2577, 0.1078], [7.8042, 2.6203, -1.8140], [9.2793, 1.7030, -1.4581], [8.1506, 1.1177, -2.6941], [-3.0714, -6.5591, -0.8088], [-2.2359, -6.0351, -1.9057], [-1.5838, -5.6119, -2.7542], [-4.0463, -6.8529, -1.1950], [-2.5901, -7.4264, -0.3592], [-3.2062, -5.7907, -0.0472], [-8.6906, -3.9109, -0.9778], [-7.9285, -2.7204, -1.3945], [-7.3332, -1.7906, -1.7194], [-8.2431, -4.3411, -0.0817], [-9.7212, -3.6346, -0.7644], [-8.6809, -4.6512, -1.7714], [3.4176, 6.4206, 3.2036], [2.7467, 5.6936, 4.2968], [2.2230, 5.1273, 5.1501], [2.9864, 7.4155, 3.1019], [4.4810, 6.5132, 3.4193], [3.2894, 5.8793, 2.2670], [5.8010, -0.8539, -6.7755], [6.2255, -0.1159, -5.5715], [6.5567, 0.4600, -4.6322], [5.4792, -0.1530, -7.5443], [6.6315, -1.4455, -7.1575], [4.9737, -1.5184, -6.5293], [11.3609, -0.8723, -2.4667], [10.8399, 0.1506, -3.3938], [10.4432, 0.9446, -4.1267], [10.7879, -0.8594, -1.5398], [11.2796, -1.8585, -2.9211], [12.4067, -0.6685, -2.2419], [6.1806, -2.1203, 2.1459], [5.1114, -3.0947, 2.4480], [4.2794, -3.8563, 2.6801], [5.9013, -1.5201, 1.2837], [6.3344, -1.4662, 3.0032], [7.1063, -2.6496, 1.9254], [-8.6188, 1.5989, 0.1521], [-7.6428, 0.6813, 0.7683], [-6.8792, -0.0332, 1.2565], [-9.4367, 1.7897, 0.8446], [-8.1344, 2.5437, -0.0954], [-9.0203, 1.1554, -0.7579], [-0.9161, 4.8573, 9.0799], [-1.8510, 4.4357, 8.0201], [-2.5789, 4.1072, 7.1924], [-1.4727, 5.2577, 9.9259], [-0.3260, 4.0048, 9.4130], [-0.2464, 5.6263, 8.6973], [6.6561, -5.8514, 0.3826], [7.7719, -4.8933, 0.4969], [8.6472, -4.1500, 0.5806], [6.8176, -6.5054, -0.4733], [6.5938, -6.4554, 1.2865], [5.7186, -5.3132, 0.2493], [1.6512, -6.8101, -3.2376], [2.6147, -7.1258, -4.3090], [3.3669, -7.3718, -5.1436], [0.7150, -6.4602, -3.6703], [1.4561, -7.7002, -2.6410], [2.0574, -6.0318, -2.5929], [-10.5953, 3.5561, -2.6747], [-11.2551, 2.7619, -1.6218], [-11.7590, 2.1394, -0.7957], [-11.0825, 4.5252, -2.7687], [-9.5475, 3.7091, -2.4211], [-10.6573, 3.0328, -3.6278], [-9.0378, -5.3700, -5.5849], [-9.7525, -4.8710, -4.3953], [-10.3112, -4.4803, -3.4685], [-9.6261, -5.1716, -6.4794], [-8.0743, -4.8701, -5.6738], [-8.8760, -6.4432, -5.4957], [7.2916, 4.0934, -4.7432], [7.4517, 4.9652, -3.5645], [7.5816, 5.6259, -2.6315], [6.4448, 4.4321, -5.3386], [8.1917, 4.1239, -5.3556], [7.1185, 3.0657, -4.4240], [-5.5382, 3.8833, -1.3247], [-6.5518, 4.4845, -2.2121], [-7.3420, 4.9532, -2.9045], [-5.5514, 4.3827, -0.3565], [-5.7515, 2.8239, -1.1831], [-4.5493, 3.9913, -1.7682]], "forces_ev_per_angstrom": [[-0.2, -0.5, -0.3], [0.7, -0.6, 0.1], [0.1, 0.4, -0.1], [-0.6, 1.3, 0.9], [1.6, -1.8, 0.4], [1.3, -0.2, -0.6], [0.2, 0.6, -0.5], [-0.4, -0.2, 0.7], [-0.3, 0.8, 0.6], [-0.7, -1.7, 0.7], [0.9, 1.9, 0.5], [0.8, 0.3, -2.0], [-0.1, -0.6, 0.2], [-0.5, -1.3, 0.1], [-0.3, 0.7, -0.7], [0.0, -0.7, -0.3], [-0.3, 0.2, -0.1], [-0.4, 0.4, 0.9], [0.2, -0.3, 0.3], [-0.3, -0.5, 1.1], [0.3, 0.8, -0.4], [-0.8, -0.3, -1.5], [0.0, -1.4, 0.9], [-0.9, -0.4, 0.3], [1.7, 0.2, -1.5], [0.5, 0.2, -0.5], [-1.8, 0.4, -0.5], [-0.7, -0.2, 0.8], [0.8, -0.2, 1.4], [0.6, 0.0, -0.3], [-0.4, -0.5, 0.3], [0.6, 0.2, -0.3], [-0.4, 0.2, -0.6], [0.6, -0.8, -0.3], [1.2, -0.2, 0.1], [0.2, 0.3, -0.7], [0.1, -0.5, 0.7], [-0.6, -0.4, 0.0], [0.4, 0.0, 0.7], [-0.6, 0.4, -0.3], [0.0, 0.4, 0.5], [0.1, -0.8, -0.7], [-0.6, 0.1, 0.2], [0.3, 0.6, -0.5], [0.4, 0.5, -0.4], [0.3, 0.1, -0.6], [-0.5, -0.5, 0.1], [0.0, 0.5, -0.7], [0.6, 0.1, 0.4], [0.3, 0.6, -0.5], [0.9, 0.0, 0.2], [-0.5, 0.1, -0.7], [-0.4, 0.1, 0.6], [-0.2, -0.7, -0.4], [0.5, -0.4, -0.4], [0.4, 0.4, 0.2], [-0.3, -0.1, -0.1], [0.2, 0.1, 0.1], [0.0, 0.1, 0.6], [0.1, -0.1, 0.5], [0.1, 0.6, -0.2], [-0.7, 0.1, -0.4], [-0.9, 0.0, 0.1], [-0.2, -0.1, 0.8], [0.5, -0.1, 0.6], [0.7, -0.1, 0.2], [-0.3, -0.2, 0.2], [0.2, 0.1, 0.0], [0.0, 0.3, -0.4], [0.0, 0.0, 0.1], [-0.1, 0.0, 0.0], [0.0, 0.0, 0.0], [0.2, 0.2, -0.3], [-0.1, 0.0, 0.2], [-0.2, -0.1, 0.3], [0.0, 0.0, 0.0], [0.0, 0.0, 0.0], [0.0, 0.0, 0.0], [0.4, 0.3, 0.1], [-0.1, -0.1, 0.0], [-0.1, -0.2, 0.1], [0.0, 0.1, 0.0], [0.0, 0.0, -0.1], [0.0, 0.1, 0.0], [-0.2, -0.2, 0.3], [0.1, 0.1, -0.1], [0.2, 0.1, -0.3], [0.0, 0.0, 0.0], [0.0, 0.0, 0.0], [0.0, 0.0, 0.0], [0.1, 0.2, 0.3], [0.0, -0.1, -0.1], [-0.2, -0.2, -0.2], [0.0, 0.0, 0.0], [0.0, 0.0, 0.0], [0.0, 0.0, 0.0], [-0.2, 0.3, -0.3], [0.2, -0.1, 0.0], [0.1, -0.3, 0.3], [0.0, 0.0, 0.0], [0.0, 0.0, 0.0], [0.0, 0.0, 0.0], [-0.5, -0.4, 0.2], [0.2, 0.1, 0.0], [0.2, 0.2, -0.2], [0.1, 0.0, 0.0], [0.0, 0.0, 0.0], [0.0, 0.1, 0.0], [0.4, -0.3, 0.1], [0.0, 0.1, -0.1], [-3.8, 2.8, -0.1], [0.0, 0.0, -0.1], [0.0, 0.0, 0.0], [0.0, 0.0, 0.1], [-0.3, -0.1, -0.3], [0.1, 0.0, 0.1], [0.2, 0.1, 0.4], [0.0, 0.0, 0.0], [0.0, 0.0, 0.0], [0.0, 0.0, 0.0], [0.3, 0.3, 0.0], [0.0, -0.1, -0.1], [-0.4, -0.2, 0.0], [0.0, 0.0, 0.0], [0.0, 0.1, 0.0], [0.0, 0.0, 0.1], [0.3, -0.1, -0.4], [-0.1, 0.0, 0.1], [-0.2, 0.1, 0.3], [0.0, 0.0, 0.0], [0.0, 0.0, 0.0], [0.0, 0.0, 0.0], [-0.2, -0.3, 0.3], [0.0, 0.1, -0.2], [0.2, 0.2, -0.2], [0.0, 0.0, 0.0], [0.0, 0.0, 0.0], [0.0, 0.0, 0.0], [-0.2, 0.1, 0.3], [0.0, 0.0, -0.2], [0.1, -0.2, -0.5], [0.0, 0.0, 0.0], [0.0, 0.0, 0.0], [0.0, 0.0, 0.0], [0.0, 0.3, 0.3], [0.0, -0.2, -0.1], [-0.1, -0.2, -0.3], [0.0, 0.0, 0.0], [0.0, 0.0, 0.1], [0.0, 0.0, 0.0], [-0.3, 0.2, -0.2], [0.1, -0.1, 0.1], [0.2, -0.2, 0.3], [0.0, 0.0, 0.0], [0.0, 0.0, 0.0], [0.0, 0.0, 0.0]], "lowdin_charge": [-0.004, -0.474, 0.075, -0.112, -0.160, -0.196, -0.155, -0.161, -0.087, -0.125, 0.046, 0.054, -0.108, -0.117, -0.177, -0.211, -0.204, -0.293, -0.012, 0.022, -0.571, 0.206, 0.123, 0.072, -0.203, -0.004, -0.035, -0.049, -0.041, -0.009, 0.073, 0.092, 0.080, 0.072, 0.054, 0.101, 0.136, 0.108, 0.104, 0.097, 0.114, 0.078, 0.120, 0.120, 0.121, 0.128, 0.092, 0.133, 0.092, 0.118, 0.084, 0.085, 0.074, 0.114, 0.113, 0.102, 0.050, 0.055, 0.076, 0.094, 0.096, 0.110, 0.081, 0.086, 0.112, 0.111, -0.065, -0.234, 0.150, 0.069, 0.080, 0.027, -0.052, -0.263, 0.135, 0.084, 0.085, 0.075, -0.085, -0.269, 0.121, 0.080, 0.081, 0.038, -0.050, -0.256, 0.151, 0.086, 0.086, 0.070, -0.048, -0.241, 0.155, 0.086, 0.088, 0.084, -0.054, -0.279, 0.132, 0.077, 0.084, 0.085, -0.080, -0.283, 0.112, 0.016, 0.085, 0.045, -0.058, -0.162, 0.093, 0.081, 0.065, 0.073, -0.060, -0.258, 0.138, 0.082, 0.081, 0.082, -0.063, -0.274, 0.126, 0.082, 0.086, 0.068, -0.083, -0.281, 0.117, 0.045, 0.079, 0.072, -0.061, -0.279, 0.131, 0.086, 0.034, 0.085, -0.059, -0.246, 0.142, 0.084, 0.081, 0.082, -0.066, -0.285, 0.121, 0.080, 0.086, 0.037, -0.066, -0.262, 0.137, 0.084, 0.071, 0.077]}